Entry 1:
Computed, not measured: a molecular structure, C6H21ClI2NP2Pr at a distorted geometry, with ωB97M-V/def2-TZVPD.

Last column: Mulliken charge in e.
CARTESIAN COORDINATES (ANGSTROEM)
I1 0.0106 -1.4292 -5.5581  -0.0050
I2 0.0102 1.2505 -5.8930  0.0189
Pr1 0.0012 0.3033 -0.5660  1.0842
P1 -2.8399 0.2922 0.2202  0.4611
C1 -3.8879 0.1452 -1.2724  -1.1461
C2 -3.5708 -0.9571 1.3297  -1.0856
H1 -4.6512 -0.8132 1.5119  0.3956
H2 -4.6144 1.7454 1.1423  0.3847
H3 -3.0202 -0.9338 2.2865  0.3435
H4 -2.9811 1.9827 1.9122  0.3541
H5 -3.6048 -0.7859 -1.7761  0.3763
H6 -3.4014 -1.9530 0.8938  0.3495
C3 -3.5262 1.8019 0.9726  -1.0986
H7 -4.9628 0.1762 -1.0536  0.3617
H8 -3.2723 2.6445 0.3144  0.3677
H9 -3.5937 0.9553 -1.9498  0.4061
P2 2.8375 0.2767 0.2431  0.4597
C4 3.8938 0.1276 -1.2432  -1.1494
C5 3.5248 1.7833 1.0006  -1.0977
H10 3.0031 -0.9505 2.3105  0.3442
H11 4.6390 -0.8319 1.5461  0.3969
H12 3.3928 -1.9691 0.9199  0.3502
C6 3.5596 -0.9737 1.3572  -1.0904
H13 2.9721 1.9668 1.9350  0.3542
H14 4.6111 1.7206 1.1798  0.3846
H15 4.9674 0.1556 -1.0184  0.3614
H16 3.6064 0.9385 -1.9224  0.4061
H17 3.2812 2.6260 0.3391  0.3682
H18 3.6113 -0.8026 -1.7490  0.3770
Cl1 -0.0049 0.5620 1.9972  -0.3518
N1 0.0045 -2.0885 0.0250  -0.5698
H19 0.0468 -1.8159 1.0339  0.3347
H20 -0.8916 -2.5549 -0.2003  0.2722
H21 0.8501 -2.5951 -0.2688  0.2813

Forces on the atoms, in the same order (eV/Å):
0.000 0.518 0.082
0.000 -0.492 0.176
0.011 0.458 0.862
-2.125 0.069 0.131
0.698 -0.119 -0.253
0.763 -0.694 0.310
0.563 0.110 -0.238
0.522 -0.098 -0.144
-0.359 0.018 -0.264
-0.403 -0.033 -0.131
-0.396 0.008 -0.028
-0.244 0.151 0.171
0.962 0.621 0.114
0.340 -0.012 -0.086
-0.352 -0.039 0.172
-0.369 -0.008 0.000
2.124 0.068 0.142
-0.694 -0.119 -0.257
-0.963 0.619 0.102
0.359 0.020 -0.255
-0.557 0.120 -0.239
0.234 0.143 0.169
-0.769 -0.704 0.294
0.406 -0.030 -0.124
-0.520 -0.092 -0.148
-0.333 -0.012 -0.086
0.366 -0.006 0.002
0.349 -0.031 0.175
0.395 0.004 -0.027
-0.006 0.032 -0.745
-0.191 0.825 0.191
-0.040 -0.928 -0.740
0.996 -0.153 0.333
-0.769 -0.214 0.339

multiplicity: 3
DFT total energy: -69410.50003 eV
charge: +2
gap between HOMO and LUMO (alpha / beta): 0.21915 / 0.25720 Ha
HOMO (alpha / beta): -14.468 / -14.468 eV

Entry 2:
Computed, not measured: a gas-phase ion, C6H21N2Si2 (charge +1) at a distorted geometry, with ωB97M-V/def2-TZVPD.

Last column: Mulliken charge in e.
CARTESIAN COORDINATES (ANGSTROEM)
C1 -0.8643 2.2519 1.2108  -1.0166
C2 -1.6873 1.4591 -0.8920  -1.1616
C3 2.4984 0.3121 -0.0457  -1.0100
C4 1.5641 -0.3152 -2.2036  -0.8713
C5 -0.7552 -0.1471 0.7686  -0.3853
C6 0.1955 -1.0516 0.0098  -0.6242
N1 -0.7530 1.2135 0.1982  -0.1880
N2 1.2956 0.0867 -0.8379  0.0325
Si1 -2.5241 -0.9779 0.8774  0.5181
Si2 1.0722 -2.4766 0.9609  0.4130
H1 -0.6931 3.2194 0.7398  0.3687
H2 -1.8501 2.2693 1.6893  0.3318
H3 -0.1065 2.1037 1.9783  0.3251
H4 -1.6047 0.6765 -1.6429  0.3835
H5 -2.7281 1.5183 -0.5595  0.4120
H6 -1.4247 2.4126 -1.3542  0.3658
H7 3.1067 -0.5911 0.0013  0.4410
H8 3.0949 1.1110 -0.4896  0.3878
H9 2.2205 0.6051 0.9639  0.3082
H10 2.0336 -1.3009 -2.2208  0.3603
H11 0.6440 -0.3494 -2.7823  0.2904
H12 2.2403 0.4022 -2.6691  0.4011
H13 -0.3792 -0.0408 1.7906  0.5812
H14 -0.2926 -1.4518 -0.8804  0.4760
H15 0.6312 0.8996 -0.7058  0.4520
H16 -3.3918 -0.0494 1.5878  -0.0838
H17 -2.3418 -2.2457 1.5799  -0.1739
H18 -2.9552 -1.2006 -0.5083  -0.0806
H19 2.1471 -2.9450 0.0862  -0.0789
H20 1.5724 -1.9135 2.2125  -0.0591
H21 0.0348 -3.4842 1.1367  -0.1151

Forces on the atoms, in the same order (eV/Å):
0.029 0.163 0.124
-0.005 0.069 -0.089
0.419 0.175 0.247
0.087 -0.251 -0.572
-0.341 0.060 0.382
1.302 1.365 -1.916
-0.142 0.174 0.057
-1.508 -1.980 1.930
0.826 0.237 -0.100
-0.109 0.617 -0.455
-0.031 0.023 0.046
-0.015 -0.010 0.001
0.012 0.032 0.030
-0.039 -0.070 -0.113
-0.073 -0.026 0.016
-0.093 -0.058 -0.035
-0.041 -0.002 -0.068
-0.046 -0.029 -0.019
-0.045 0.020 0.035
-0.013 0.075 0.020
-0.048 -0.006 0.053
0.001 0.013 0.023
-0.090 0.014 0.032
0.047 -0.095 -0.108
0.188 -0.065 0.003
-0.238 0.147 0.152
-0.058 -0.203 0.140
-0.103 -0.075 -0.087
0.185 -0.123 -0.066
0.089 0.005 0.230
-0.149 -0.197 0.103

SMILES: CN(C)[C@@H]([SiH3])[C@H]([SiH3])[NH+](C)C
multiplicity: 1
DFT total energy: -25289.85327 eV
charge: +1
gap between HOMO and LUMO: 0.37089 Ha
HOMO: -12.636 eV

Entry 3:
Computed, not measured: a molecular structure, C6H21N7PdS2 at a distorted geometry, with ωB97M-V/def2-TZVPD.

Last column: Mulliken charge in e.
CARTESIAN COORDINATES (ANGSTROEM)
Pd1 0.2930 -0.5118 -0.2524  -0.2266
N1 1.8864 -0.7617 -2.1480  -0.3408
N2 1.5929 -1.7588 -3.0721  -0.3021
C1 0.6064 -2.6700 -2.8638  0.6375
N3 0.6094 -3.7424 -3.6978  -0.4683
S1 -0.5751 -2.5605 -1.7232  -0.4621
H1 1.9666 0.1494 -2.5967  0.2474
H2 2.7102 -0.9750 -1.5784  0.2778
H3 2.3109 -2.0050 -3.7515  0.2103
H4 1.1100 -3.7382 -4.5707  0.1960
H5 -0.2037 -4.3319 -3.6370  0.2234
C2 0.2287 2.4706 1.2711  -1.1781
N4 0.8970 1.3598 1.9368  0.0030
C3 2.3259 1.4014 1.7104  -0.9416
C4 0.3049 0.1137 1.7758  -0.0224
S2 1.2483 -1.3006 1.8168  -0.2094
N5 -1.0741 0.0945 2.0251  0.2462
C5 -1.7524 -1.1753 1.8114  -0.7913
C6 -1.5734 0.7585 3.2149  -1.1444
H6 0.6033 2.5885 0.2425  0.3940
H7 0.4279 3.3871 1.8284  0.3720
H8 -0.8455 2.3057 1.2357  0.3576
H9 2.6834 2.4043 1.9305  0.3216
H10 2.5638 1.1401 0.6634  0.2311
H11 2.8167 0.6903 2.3694  0.4006
H12 -1.3902 -1.6382 0.8760  0.0413
H13 -2.8230 -0.9731 1.7356  0.3651
H14 -1.5747 -1.8740 2.6399  0.3826
H15 -0.9363 1.5968 3.4832  0.4040
H16 -1.6060 0.0566 4.0586  0.3493
H17 -2.5887 1.1135 3.0184  0.3216
N6 -1.7429 2.1404 -1.7690  -0.5821
N7 -1.2779 0.7963 -1.7495  -0.1977
H18 -2.3992 2.3553 -1.0116  0.1843
H19 -2.2287 2.2807 -2.6521  0.2317
H20 -2.0253 0.1080 -1.5944  0.2178
H21 -0.5689 0.7052 -0.9754  0.2509

Forces on the atoms, in the same order (eV/Å):
1.631 -2.094 0.744
0.287 0.228 -0.071
0.549 -0.337 -0.433
-0.174 0.038 -0.169
0.241 0.075 -0.180
-0.284 0.068 0.437
-0.083 -0.361 0.089
-0.390 0.007 -0.353
-0.210 0.091 0.304
0.079 0.044 -0.007
0.046 0.056 -0.025
0.023 0.132 -0.014
0.045 0.498 0.072
0.071 0.011 0.119
-0.271 -0.110 -0.180
0.150 -0.435 -0.293
-0.381 -0.043 0.219
-0.001 -0.087 -0.252
-0.019 0.029 0.055
-0.126 0.009 0.079
-0.002 0.069 -0.072
0.081 0.030 -0.036
0.007 0.126 -0.026
0.053 0.085 0.208
0.094 0.074 -0.087
-0.369 0.158 0.609
-0.016 -0.055 -0.009
-0.014 0.010 -0.045
-0.052 0.003 0.002
0.004 0.045 0.079
0.032 0.036 0.135
-0.316 0.306 0.172
-0.404 -0.363 -0.340
0.163 -0.224 -0.261
0.192 0.008 0.226
0.399 0.422 0.049
-1.036 1.451 -0.748

multiplicity: 1
DFT total energy: -42140.94028 eV
gap between HOMO and LUMO: 0.26360 Ha
HOMO: -6.773 eV

Entry 4:
Computed, not measured: 5 unconnected molecules or ions with the total composition C6H22ClNO6 at a distorted geometry, with ωB97M-V/def2-TZVPD.

Last column: Mulliken charge in e.
CARTESIAN COORDINATES (ANGSTROEM)
N1 8.2922 -4.0035 17.3035  -0.3593
H1 7.9279 -3.3872 16.5757  0.3988
H2 9.1505 -4.4533 16.9811  0.3921
H3 7.5885 -4.7601 17.5453  0.1220
H4 8.4929 -3.4214 18.1181  0.3836
Cl1 6.5396 -6.3651 18.2125  -0.8900
C1 3.0347 -9.2909 19.2202  -0.2643
C2 4.0807 -9.7811 18.2396  -0.4778
O1 5.3860 -9.6966 18.7776  -0.3986
O2 3.2875 -7.9358 19.5973  -0.5568
H5 3.1565 -9.8941 20.1196  0.2105
H6 2.0202 -9.3605 18.8205  0.3772
H7 4.0273 -9.2484 17.2768  0.2861
H8 3.9492 -10.8355 17.9809  0.3022
H9 5.6008 -8.7541 18.8613  0.1536
H10 2.9539 -7.3170 18.9439  0.2747
C3 5.7232 -7.9727 22.0813  0.0378
C4 6.0065 -6.5121 22.3484  -0.4045
O3 5.4731 -5.6814 21.3268  -0.4760
O4 4.3513 -8.2906 22.1569  -0.5710
H11 6.2207 -8.5909 22.8373  0.3631
H12 6.1079 -8.2716 21.0975  -0.0800
H13 7.0989 -6.3916 22.4205  0.2751
H14 5.5579 -6.1978 23.2891  0.3026
H15 5.9196 -5.9155 20.4995  0.2420
H16 3.9426 -8.0331 21.3139  0.3415
C5 8.9109 -9.1128 20.0336  0.3579
C6 10.1351 -9.9462 20.2456  -0.7423
O5 10.3203 -10.9137 19.1988  -0.5359
O6 9.1301 -8.1428 19.0069  -0.5038
H17 8.5981 -8.6625 20.9865  0.0837
H18 8.0993 -9.7508 19.6607  0.1929
H19 10.1332 -10.5013 21.1823  0.3290
H20 11.0531 -9.3425 20.2719  0.3055
H21 10.6876 -10.4391 18.4480  0.3002
H22 8.2963 -7.6620 18.8758  0.2283

Forces on the atoms, in the same order (eV/Å):
0.284 0.600 -0.244
0.002 -0.227 -0.028
-0.108 0.007 0.066
-0.495 -0.751 0.449
-0.042 -0.294 0.079
0.272 0.493 -0.146
0.241 0.127 -0.261
0.308 -0.168 -0.633
-0.028 0.350 0.088
0.115 -0.169 0.267
-0.279 0.146 0.140
0.015 -0.322 0.015
-0.064 0.179 0.192
-0.292 0.013 0.239
0.005 -0.108 -0.067
0.052 -0.043 -0.102
-0.262 -0.388 0.217
0.250 -0.039 -0.437
0.138 0.069 0.164
-0.187 -0.007 -0.078
0.097 0.087 -0.059
0.184 0.122 0.048
-0.046 0.094 0.077
-0.065 -0.022 0.012
-0.147 0.025 -0.131
0.033 0.174 0.204
-0.741 0.054 -0.375
1.054 -0.383 -0.631
-0.029 0.107 0.228
0.403 0.125 0.458
0.092 0.149 -0.136
0.052 -0.233 0.473
-0.422 -0.036 0.005
-0.310 0.332 0.158
-0.137 -0.030 -0.077
0.058 -0.033 -0.171

multiplicity: 1
DFT total energy: -32875.49661 eV
gap between HOMO and LUMO: 0.29572 Ha
HOMO: -8.895 eV

Entry 5:
Computed, not measured: 4 unconnected molecules or ions with the total composition C6H22N2O3 at a distorted geometry, with ωB97M-V/def2-TZVPD.

Last column: Mulliken charge in e.
CARTESIAN COORDINATES (ANGSTROEM)
N1 -0.5835 -1.0792 -1.8107  -0.5687
C1 -0.0613 -0.1807 -0.7900  0.6258
C2 0.0490 1.2446 -1.3807  0.4517
C3 1.3359 1.3868 -2.2081  -1.3936
C4 -0.0580 2.4184 -0.4289  -1.4172
C5 -1.0782 -0.2045 0.3674  -1.3463
N2 -0.4041 -0.0710 1.6416  -0.2431
C6 -1.2362 0.5733 2.6785  -1.0272
H1 -0.0741 -1.2769 -2.6574  0.1401
H2 -1.2005 -1.8213 -1.5383  0.2143
H3 0.8856 -0.5793 -0.4102  0.0793
H4 -0.8279 1.2339 -1.9885  0.1945
H5 1.2224 2.2218 -2.9037  0.3989
H6 1.4392 0.5441 -2.8976  0.3444
H7 2.1694 1.4798 -1.5159  0.2981
H8 0.7746 2.4568 0.2838  0.2845
H9 -0.9588 2.4453 0.1812  0.3207
H10 -0.0797 3.3693 -0.9668  0.4214
H11 -1.8808 0.4917 0.0818  0.4439
H12 -1.6161 -1.1450 0.4427  0.5320
H13 0.4747 0.4204 1.6844  0.2945
H14 -2.0199 -0.1099 2.9915  0.2946
H15 -1.6791 1.4861 2.2495  0.3118
H16 -0.6025 1.0311 3.4263  0.3604
H17 -3.5704 -2.4501 -2.2262  0.3155
H18 -2.9567 -1.0735 -1.9964  0.3356
O1 -3.6874 -1.6415 -1.7158  -0.6687
H19 1.4006 -1.7758 1.9638  0.3615
H20 2.1565 -3.0202 1.7046  0.3352
O2 2.2611 -2.1816 2.1704  -0.6901
H21 2.6569 -0.2995 1.5648  0.3289
H22 3.1853 0.4454 0.3062  0.3110
O3 3.0843 0.5116 1.2607  -0.6437

Forces on the atoms, in the same order (eV/Å):
-0.514 0.265 -0.764
-0.687 -0.645 0.446
0.732 -0.444 0.314
-1.274 -0.267 -0.607
0.156 0.365 0.786
0.570 -0.524 -0.531
-0.303 0.577 1.431
0.169 0.641 -1.429
0.221 0.130 0.288
0.358 -0.197 0.381
0.249 0.324 0.100
-0.555 0.392 -0.900
0.420 0.359 0.427
0.338 -0.240 0.342
0.271 0.123 -0.337
0.076 0.008 -0.191
-0.184 -0.303 -0.043
0.227 -0.129 -0.176
0.204 0.529 0.676
0.029 -0.457 -0.392
0.144 0.274 -1.007
0.054 0.148 0.536
-0.520 -0.255 -0.081
0.081 -0.771 0.753
-0.109 0.056 0.003
-0.031 0.055 -0.030
0.119 -0.062 -0.032
-0.135 0.123 0.415
0.413 -0.089 0.101
-0.731 0.012 -0.465
0.470 -0.233 -0.218
-0.058 -0.215 0.119
-0.199 0.453 0.082

SMILES: CNC[C@@H](N)C(C)C.O.O.O
multiplicity: 1
DFT total energy: -15700.97755 eV
gap between HOMO and LUMO: 0.35814 Ha
HOMO: -9.107 eV

Entry 6:
Computed, not measured: 5 unconnected molecules or ions with the total composition C6H22NO5 at a distorted geometry, with ωB97M-V/def2-TZVPD.

Last column: Mulliken charge in e.
CARTESIAN COORDINATES (ANGSTROEM)
O1 -2.8284 1.4843 1.0295  -0.4176
C1 -2.3263 0.5315 0.5101  -0.1905
C2 -0.8546 0.1650 0.5202  0.6175
C3 -0.6052 -1.2185 -0.1441  -1.7406
C4 0.6812 -1.3600 -0.9268  1.1660
C5 1.2292 -2.8064 -0.7710  -1.5017
C6 0.5164 -1.1003 -2.4397  -1.6414
N1 -0.4029 0.0928 2.0137  -0.2117
H1 -2.8650 -0.0083 -0.3389  0.3315
H2 -0.2415 1.0108 0.1210  0.2114
H3 -0.7348 -2.0538 0.5745  0.4845
H4 -1.4842 -1.4006 -0.7600  0.4503
H5 1.4668 -0.6845 -0.5361  0.2494
H6 1.2168 -3.4019 -1.6957  0.3972
H7 0.7739 -3.5315 -0.1095  0.3937
H8 2.2779 -2.7045 -0.4606  0.3095
H9 0.4555 -0.0327 -2.6655  0.2565
H10 -0.4507 -1.5463 -2.7472  0.3582
H11 1.3956 -1.5566 -2.9179  0.4880
H12 0.5659 -0.2074 2.0384  0.3127
H13 -1.0883 -0.4755 2.5010  0.4171
H14 -0.4733 1.0838 2.4749  0.2944
H15 1.0837 3.2337 -0.0149  0.2956
H16 0.0525 2.9331 -1.0570  0.2576
O2 0.2896 2.6945 -0.1403  -0.5790
H17 3.0526 -1.8118 2.5886  0.3064
H18 3.9115 -1.2853 1.5214  0.2979
O3 2.9822 -1.2671 1.7888  -0.6001
H19 -1.6501 1.6493 -3.2479  0.2992
H20 -2.3476 2.5336 -2.3214  0.2820
O4 -1.5058 2.0600 -2.3865  -0.5597
H21 -1.4554 2.9703 2.6233  0.3539
H22 -0.0620 3.3291 2.4447  0.3132
O5 -0.5751 2.6814 2.9309  -0.7014

Forces on the atoms, in the same order (eV/Å):
0.116 -0.138 1.008
-0.236 0.468 -2.759
0.882 -1.075 1.437
-0.938 0.620 0.752
0.423 -1.041 -0.263
1.165 -0.316 -0.565
-0.321 0.133 0.660
-1.000 2.058 -0.705
0.092 0.177 1.063
-0.755 -0.858 -0.069
0.375 0.644 0.166
0.080 0.079 -0.585
-0.488 -0.206 -0.002
0.107 0.605 -0.139
-0.502 0.494 0.791
-0.220 -0.387 -0.120
0.136 -0.038 -0.051
0.750 -0.076 -0.221
-0.593 0.313 -0.303
0.107 -0.545 0.337
0.587 -0.590 0.299
0.271 -0.842 -0.778
0.004 -0.197 0.211
-0.354 -0.416 0.259
0.599 1.129 -0.623
-0.411 0.115 -0.103
-0.155 0.329 -0.389
0.400 -0.368 0.565
0.553 -0.240 -0.079
0.180 0.220 0.468
-0.707 0.042 -0.279
-0.088 -0.539 0.390
0.787 0.051 -0.042
-0.846 0.391 -0.330

multiplicity: 1
DFT total energy: -18299.95205 eV
charge: +1
gap between HOMO and LUMO: 0.38848 Ha
HOMO: -13.682 eV